Run A
18
Properties=species:S:1:pos:R:3 method="wB97M-V/def2-TZVPD" homo_lumo_gap_ev=8.9 total_charge=+1 molar_mass_g_mol=103.149 homo_ev=-12.44 spin_multiplicity=1
C -1.805 -1.761 0.038
N -0.986 1.349 -1.767
C -1.614 0.321 -1.220
N -1.044 -0.685 -0.635
H -1.283 -2.690 -0.168
H -2.811 -1.757 -0.367
H -1.813 -1.570 1.108
H -0.034 1.286 -2.084
H -1.515 2.151 -2.077
H -2.689 0.427 -1.122
H -0.035 -0.750 -0.624
N 3.209 0.277 1.067
C 1.953 0.748 1.215
N 1.081 0.134 1.932
H 3.838 0.598 0.352
H 3.465 -0.582 1.528
H 1.757 1.716 0.751
H 0.326 0.789 2.071

---

Run B
18
Properties=species:S:1:pos:R:3 method="wB97M-V/def2-TZVPD" homo_lumo_gap_ev=9.0 total_charge=+1 molar_mass_g_mol=103.149 homo_ev=-12.66 spin_multiplicity=1
N -0.751 0.263 -2.841
C -1.335 1.283 -2.098
N -2.396 1.058 -1.434
H -1.131 -0.627 -2.557
H 0.261 0.305 -2.864
H -0.829 2.247 -2.158
H -2.746 1.928 -1.036
C 1.661 -0.627 -0.106
N 0.636 -0.720 0.942
C 0.805 -0.602 2.224
N -0.200 -0.609 3.088
H 1.599 0.373 -0.533
H 1.382 -1.345 -0.874
H 2.671 -0.843 0.222
H -0.315 -0.656 0.585
H 1.819 -0.512 2.592
H -1.160 -0.497 2.796
H 0.031 -0.420 4.053

---

Run C
18
Properties=species:S:1:pos:R:3 method="wB97M-V/def2-TZVPD" homo_lumo_gap_ev=9.3 total_charge=+1 molar_mass_g_mol=103.149 homo_ev=-12.97 spin_multiplicity=1
C -0.394 2.390 -0.774
N -1.373 1.348 -0.442
C -1.484 0.813 0.782
N -1.875 -0.411 1.070
H -0.939 3.134 -1.432
H -0.058 2.922 0.116
H 0.522 1.963 -1.288
H -1.920 0.916 -1.162
H -1.062 1.397 1.565
H -1.987 -0.412 2.078
N 0.224 -1.402 -0.363
C 1.362 -1.484 0.315
N 2.478 -2.067 -0.119
H 0.195 -1.930 -1.233
H -0.643 -1.084 0.190
H 1.462 -0.972 1.262
H 3.012 -2.680 0.496
H 2.478 -2.441 -1.063

---

The most stable of them is run A.

---

Run A
18
Properties=species:S:1:pos:R:3 method="wB97M-V/def2-TZVPD" homo_lumo_gap_ev=10.9 total_charge=+1 molar_mass_g_mol=103.149 homo_ev=-13.51 spin_multiplicity=1
C 1.985 0.859 0.663
C -0.771 -1.867 -0.490
C -2.396 -0.059 0.150
N 0.928 1.140 -0.029
N 3.231 1.152 0.253
N -1.743 1.040 0.372
N -2.041 -1.238 -0.340
H 1.922 0.568 1.631
H -0.762 -2.543 -1.344
H -0.041 -1.052 -0.920
H -0.573 -2.300 0.396
H -3.411 0.171 0.307
H -0.635 1.043 0.076
H 3.997 0.601 0.531
H 3.270 1.444 -0.708
H -2.043 1.825 0.941
H 1.021 1.641 -0.894
H -2.911 -1.664 -0.528

---

Run B
18
Properties=species:S:1:pos:R:3 method="wB97M-V/def2-TZVPD" homo_lumo_gap_ev=9.7 total_charge=+1 smiles="CCNNC(N)=[NH2+]" molar_mass_g_mol=103.149 homo_ev=-13.28 spin_multiplicity=1
C -1.173 1.448 -1.009
C -1.287 -0.064 -0.880
N -0.069 -0.827 -1.133
N 1.089 -0.273 -0.472
C 1.013 -0.454 0.906
N 0.351 -1.479 1.465
N 1.690 0.394 1.642
H -0.438 1.882 -0.341
H -0.972 1.751 -2.030
H -2.131 1.883 -0.736
H -1.999 -0.415 -1.620
H -1.717 -0.318 0.085
H 0.125 -0.850 -2.121
H 1.895 -0.819 -0.772
H -0.110 -1.285 2.345
H -0.252 -1.982 0.823
H 1.857 0.208 2.616
H 2.128 1.201 1.233

---

Run C
18
Properties=species:S:1:pos:R:3 method="wB97M-V/def2-TZVPD" homo_lumo_gap_ev=10.6 total_charge=+1 smiles="[H]/N=C(/N)N(C)[NH2+]C" molar_mass_g_mol=103.149 homo_ev=-14.13 spin_multiplicity=1
H -0.013 -1.573 -1.656
N -0.815 -0.952 -1.784
C -0.892 -0.009 -1.009
N -1.865 0.841 -0.683
N 0.444 0.433 -0.014
C 1.528 0.700 -0.981
N 0.581 -0.658 0.979
C -0.353 -0.452 2.003
H -2.542 0.917 -1.446
H -1.675 1.759 -0.251
H 2.414 1.108 -0.578
H 1.591 0.004 -1.817
H 1.115 1.480 -1.606
H 1.534 -0.721 1.426
H 0.592 -1.660 0.567
H -0.228 -1.301 2.628
H -0.128 0.385 2.746
H -1.289 -0.303 1.476

---

The most stable of them is run B.

---

Run A
19
Properties=species:S:1:pos:R:3 method="wB97M-V/def2-TZVPD" homo_lumo_gap_ev="8.1 / 8.1" molar_mass_g_mol=162.279 homo_ev="-7.70 / -7.70" spin_multiplicity=1
C -1.375 0.803 -1.602
C 0.966 0.453 1.325
C -2.709 0.562 -0.927
C 1.930 -0.504 2.037
C -0.888 -0.561 -1.134
C 1.194 -0.233 -0.087
O 3.380 -1.726 0.183
S -2.085 -0.880 0.025
S 1.982 -1.681 0.672
H -1.164 0.837 -2.596
H -0.814 1.580 -1.103
H -0.018 0.226 1.484
H 1.194 1.466 1.243
H -3.212 1.414 -0.305
H -3.484 0.160 -1.619
H 2.865 0.102 2.271
H 1.387 -0.793 2.921
H -0.639 -1.311 -1.715
H 1.490 0.087 -1.074

---

Run B
19
Properties=species:S:1:pos:R:3 method="wB97M-V/def2-TZVPD" homo_lumo_gap_ev="8.9 / 6.2" molar_mass_g_mol=162.279 homo_ev="-8.75 / -7.06" spin_multiplicity=1
C -0.849 0.313 0.511
C -0.742 -0.851 1.071
C 0.254 2.725 0.041
C 0.695 2.605 -1.407
C -0.991 -3.235 0.356
C -0.057 -2.031 0.438
O 2.726 1.136 -0.541
S -1.348 1.874 0.374
S 1.751 1.108 -1.664
H -1.135 -1.039 2.072
H 1.014 2.286 0.692
H 0.079 3.763 0.327
H -0.140 2.524 -2.102
H 1.303 3.472 -1.666
H -1.866 -2.998 -0.246
H -1.327 -3.531 1.349
H -0.477 -4.077 -0.099
H 0.298 -1.757 -0.557
H 0.811 -2.286 1.052

---

The most stable of them is run B.

---

Run A
10
Properties=species:S:1:pos:R:3 method="wB97M-V/def2-TZVPD" homo_lumo_gap_ev=9.0 smiles=Clc1ccc[nH]1 molar_mass_g_mol=101.536 homo_ev=-8.13 spin_multiplicity=1
Cl 2.750 -0.006 -0.012
C 1.058 0.019 -0.023
C 0.263 1.143 0.023
C -1.075 0.687 -0.068
C -1.005 -0.713 0.047
N 0.306 -1.086 -0.051
H 0.706 2.141 0.123
H -1.974 1.299 -0.136
H -1.793 -1.478 0.112
H 0.764 -2.008 -0.015

---

Run B
10
Properties=species:S:1:pos:R:3 method="wB97M-V/def2-TZVPD" homo_lumo_gap_ev=11.3 smiles=N#C[C@H]1C[C@H]1Cl molar_mass_g_mol=101.536 homo_ev=-10.66 spin_multiplicity=1
N 2.343 -1.771 0.053
C 1.308 -1.242 0.125
C -0.011 -0.537 0.276
C -0.270 0.857 0.630
C -0.636 0.403 -0.708
Cl 0.176 0.870 -2.193
H -0.686 -1.320 0.645
H -1.145 1.132 1.270
H 0.607 1.468 0.783
H -1.686 0.139 -0.881

---

The most stable of them is run A.

---

Run A
15
Properties=species:S:1:pos:R:3 method="wB97M-V/def2-TZVPD" homo_lumo_gap_ev=9.7 molar_mass_g_mol=166.227 homo_ev=-9.70 spin_multiplicity=1
C 0.963 1.683 1.210
C 2.122 1.699 0.491
C 0.096 1.410 -0.785
N -0.181 1.488 0.449
N -1.364 -1.461 0.617
O -1.711 -1.677 -2.292
O 0.187 -2.949 -1.369
S 1.774 1.622 -1.200
S -1.293 -2.787 -1.413
H 0.848 1.743 2.360
H 3.096 2.056 0.884
H -0.544 1.167 -1.678
H -1.228 -0.543 0.385
H -0.492 -1.727 1.253
H -2.274 -1.725 1.089

---

Run B
15
Properties=species:S:1:pos:R:3 method="wB97M-V/def2-TZVPD" homo_lumo_gap_ev=9.5 molar_mass_g_mol=166.227 homo_ev=-9.60 spin_multiplicity=1
C 0.405 0.184 -0.342
C 1.384 -1.978 -1.748
C -0.634 2.538 1.107
N -0.090 -0.796 0.313
N -1.191 -0.891 1.084
O -2.194 -0.414 0.617
O -1.056 -1.532 2.061
S 1.521 -0.182 -1.579
S 0.095 1.922 -0.415
H 2.308 -2.636 -1.633
H 0.959 -2.282 -2.733
H 0.748 -2.256 -1.015
H -0.296 3.676 1.297
H -0.198 1.994 1.962
H -1.760 2.652 1.023

---

The most stable of them is run A.

---

Run A
61
Properties=species:S:1:pos:R:3 method="wB97M-V/def2-TZVPD" homo_lumo_gap_ev=7.5 molar_mass_g_mol=387.524 homo_ev=-7.74 spin_multiplicity=1
C -0.045 -5.079 -1.622
C -1.185 -4.179 -0.994
H -2.135 -4.383 -1.535
H -1.196 -4.364 0.064
C -0.836 -2.437 -1.053
N -1.261 -1.825 0.126
C -0.404 -0.773 0.768
H -1.158 -0.013 0.975
C 0.557 -1.248 1.492
N 1.316 -0.247 2.112
C 2.640 0.051 1.319
O 3.016 -0.365 0.331
C 3.036 1.491 2.129
C 2.692 2.585 1.439
C 1.079 2.771 1.513
O 0.666 2.787 2.775
N 0.378 2.539 0.588
C 1.116 2.245 -0.693
C 0.287 1.740 -2.019
C 1.095 1.495 -3.039
C 2.371 1.820 -3.235
C 3.304 2.086 -2.034
C 2.537 2.315 -0.918
O 3.319 2.795 0.268
H 4.146 2.344 -2.420
H 2.822 1.478 -4.132
H 0.346 1.340 -3.817
H -0.693 1.620 -1.951
H -0.460 2.464 0.589
H 3.029 3.453 2.162
H 4.269 1.245 1.755
H 2.974 1.461 3.086
H 0.990 0.276 2.801
H 1.161 -1.941 1.163
H 0.033 -1.761 2.455
H 0.130 -0.421 -0.352
C -2.819 -1.630 -0.102
H -3.007 -2.684 -0.421
C -3.244 -1.921 1.423
C -4.622 -1.964 1.401
C -5.381 -0.717 0.984
C -4.545 -0.501 -0.463
C -3.190 -0.318 -0.494
H -2.880 -0.132 -1.432
H -2.859 0.524 -0.014
H -5.320 0.479 -0.964
H -5.220 -1.233 -1.128
H -6.594 -0.674 0.909
H -5.089 0.220 1.316
H -5.039 -2.020 2.429
H -5.177 -2.773 0.760
H -2.958 -1.098 2.020
H -3.068 -2.926 1.730
H 0.357 -2.590 -0.779
C -1.035 -2.124 -2.335
H -0.585 -1.171 -2.416
H -0.412 -2.458 -3.215
H -1.924 -2.105 -2.684
H 0.053 -4.862 -2.798
H 0.946 -5.117 -1.033
H -0.447 -5.990 -1.576

---

Run B
61
Properties=species:S:1:pos:R:3 method="wB97M-V/def2-TZVPD" homo_lumo_gap_ev=8.8 smiles=N#CC[C@@H](C#N)CCCNCc1ccccc1O.C1CCOC1.C1CCOC1 molar_mass_g_mol=387.524 homo_ev=-8.33 spin_multiplicity=1
N 1.512 4.134 1.759
C 2.111 4.069 0.701
C 2.653 3.695 -0.758
C 2.954 2.127 -0.976
C 4.387 1.820 -0.265
N 5.212 1.474 0.554
C 1.778 1.136 -0.491
C 2.399 -0.191 0.189
C 1.317 -1.359 0.477
N -0.009 -1.111 -0.165
C -0.967 -0.386 0.726
C -1.868 0.728 0.018
C -2.672 1.705 0.987
C -3.623 2.805 0.426
C -3.809 2.989 -1.133
C -3.014 2.083 -2.120
C -2.066 0.958 -1.510
O -1.375 0.143 -2.467
H 3.665 4.256 -0.874
H 1.977 4.142 -1.590
H 3.101 1.941 -2.112
H 1.168 0.855 -1.441
H 1.028 1.606 0.239
H 2.868 0.075 1.215
H 3.172 -0.626 -0.559
H 1.718 -2.351 0.021
H 1.198 -1.540 1.604
H -0.453 -2.042 -0.322
H -0.375 0.098 1.598
H -1.648 -1.187 1.225
H -2.522 1.566 2.127
H -4.203 3.487 1.143
H -4.529 3.798 -1.523
H -3.094 2.203 -3.268
H -1.837 -0.713 -2.614
C -4.705 -1.307 4.842
C -3.380 -1.101 5.540
C -2.391 -1.338 4.416
O -3.038 -0.931 3.201
C -4.433 -0.726 3.470
H -5.547 -0.829 5.348
H -4.918 -2.378 4.759
H -3.304 -0.067 5.893
H -3.223 -1.765 6.392
H -2.142 -2.400 4.323
H -1.465 -0.772 4.546
H -4.622 0.353 3.451
H -5.031 -1.198 2.687
C 3.427 -1.469 -4.618
C 2.716 -2.796 -4.487
C 3.268 -3.322 -3.177
O 3.563 -2.179 -2.360
C 3.490 -1.002 -3.178
H 2.918 -0.761 -5.274
H 4.440 -1.627 -5.004
H 1.637 -2.632 -4.398
H 2.891 -3.473 -5.325
H 4.201 -3.873 -3.331
H 2.561 -3.973 -2.656
H 2.581 -0.457 -2.898
H 4.354 -0.363 -2.981

---

The most stable of them is run B.